Density functional theory data (the ωB97M-V functional and the def2-TZVPD basis) for a molecular structure, C2H6N2O2S at a distorted geometry.

Properties
Kohn-Sham gap	0.325	hartree
HOMO level	-8.76	eV
net charge	0

Geometry (Å):
C (-1.332, -0.114, -0.519)
C (-0.056, -0.388, 0.323)
H (0.499, 1.698, -1.717)
H (-1.482, -0.822, -1.477)
H (-2.126, -0.065, 0.299)
H (-0.697, 0.667, 2.085)
H (1.800, 0.993, 1.591)
H (1.492, -1.646, -1.750)
N (-0.159, -0.116, 1.676)
N (1.041, -1.151, -0.022)
O (1.144, 0.219, 2.314)
O (0.895, -1.001, -1.485)
S (-1.019, 1.727, -1.316)

---

Density functional theory data (the ωB97M-V functional and the def2-TZVPD basis) for C16H22N2O4S in the gas phase.

Properties
Kohn-Sham gap	0.325	hartree
HOMO level	-8.06	eV
net charge	0

Geometry (Å):
C (-1.179, 4.499, -3.649)
C (-0.906, 3.008, -3.587)
O (-1.662, 2.462, -2.508)
C (-1.553, 1.129, -2.346)
O (-0.881, 0.419, -3.059)
N (-2.335, 0.668, -1.337)
C (-3.005, 1.539, -0.401)
C (-2.107, 1.776, 0.822)
N (-1.290, 0.600, 1.063)
C (-0.039, 0.772, 1.554)
O (0.374, 1.869, 1.879)
C (0.800, -0.457, 1.721)
C (1.116, -0.913, 2.988)
C (1.968, -1.988, 3.177)
C (2.540, -2.596, 2.072)
S (3.649, -3.968, 2.158)
C (3.929, -4.196, 3.936)
C (2.252, -2.137, 0.788)
C (1.384, -1.073, 0.600)
O (1.035, -0.562, -0.605)
C (1.602, -1.110, -1.775)
C (-1.889, -0.650, 0.674)
C (-2.129, -0.680, -0.850)
H (-0.608, 4.940, -4.461)
H (-0.892, 4.970, -2.713)
H (-2.237, 4.680, -3.819)
H (0.157, 2.807, -3.412)
H (-1.198, 2.508, -4.517)
H (-3.939, 1.050, -0.107)
H (-3.241, 2.484, -0.888)
H (-1.423, 2.611, 0.654)
H (-2.716, 2.003, 1.705)
H (0.682, -0.417, 3.844)
H (2.179, -2.324, 4.178)
H (3.005, -4.493, 4.425)
H (4.660, -4.994, 4.016)
H (4.329, -3.283, 4.366)
H (2.728, -2.626, -0.047)
H (1.398, -2.183, -1.854)
H (1.115, -0.589, -2.598)
H (2.683, -0.941, -1.809)
H (-1.242, -1.476, 0.972)
H (-2.843, -0.753, 1.206)
H (-3.007, -1.297, -1.078)
H (-1.266, -1.084, -1.378)

---

Density functional theory data (the ωB97M-V functional and the def2-TZVPD basis) for 16 unconnected molecules or ions with the total composition C59H100BN9O14 at a distorted geometry.

Properties
Kohn-Sham gap	0.306	hartree
HOMO level	-8.13	eV
net charge	0

Geometry (Å):
C (-0.796, 3.909, 2.867)
C (-0.923, 3.434, 1.411)
C (-0.023, 2.261, 1.038)
C (-0.517, 1.469, -0.104)
N (0.415, 0.406, -0.595)
C (1.494, 0.943, -1.476)
C (1.082, 0.601, -2.939)
C (-0.341, 0.143, -2.799)
C (-0.355, -0.532, -1.448)
C (0.966, -0.403, 0.493)
C (-0.036, -1.141, 1.326)
C (0.670, -2.198, 2.163)
H (-1.131, 3.064, 3.474)
H (-1.320, 4.834, 3.064)
H (0.250, 4.088, 3.157)
H (-0.964, 4.226, 0.661)
H (-1.957, 3.027, 1.344)
H (0.230, 1.629, 1.904)
H (1.017, 2.623, 0.887)
H (-0.663, 2.123, -0.956)
H (-1.470, 0.978, 0.086)
H (2.433, 0.556, -1.093)
H (1.534, 2.029, -1.410)
H (1.795, -0.162, -3.256)
H (1.195, 1.500, -3.526)
H (-0.831, -0.484, -3.549)
H (-1.011, 1.014, -2.812)
H (0.264, -1.429, -1.562)
H (-1.302, -0.794, -0.995)
H (1.620, 0.248, 1.072)
H (1.598, -1.163, 0.024)
H (-0.829, -1.574, 0.699)
H (-0.657, -0.491, 1.968)
H (1.193, -2.882, 1.483)
H (0.028, -2.761, 2.824)
H (1.464, -1.721, 2.756)
O (-3.677, -1.048, 0.390)
C (-3.548, -1.865, 1.201)
O (-3.358, -3.130, 0.944)
B (-3.130, -3.802, 2.211)
O (-3.393, -2.835, 3.273)
C (-3.628, -1.712, 2.735)
O (-3.857, -0.742, 3.293)
O (-1.748, -4.350, 2.343)
C (-1.783, -5.654, 2.230)
O (-0.845, -6.314, 2.167)
C (-3.229, -6.092, 2.436)
O (-3.972, -4.999, 2.361)
O (-3.653, -7.167, 2.592)
N (-1.322, 5.700, 6.358)
C (-0.108, 6.145, 6.813)
C (0.295, 7.175, 6.015)
C (-0.728, 7.344, 5.015)
C (-1.681, 6.414, 5.235)
H (-1.835, 4.898, 6.658)
H (0.369, 5.656, 7.652)
H (1.236, 7.689, 6.042)
H (-0.640, 7.980, 4.150)
H (-2.547, 6.258, 4.619)
N (-4.335, -1.640, -5.512)
C (-4.111, -0.743, -6.523)
C (-2.757, -0.723, -6.762)
C (-2.135, -1.544, -5.756)
C (-3.131, -2.083, -4.985)
H (-5.233, -1.813, -5.112)
H (-4.902, -0.161, -6.963)
H (-2.226, -0.249, -7.568)
H (-1.066, -1.674, -5.689)
H (-3.129, -2.728, -4.123)
N (4.608, 4.632, -2.039)
C (3.267, 4.668, -2.233)
C (2.948, 3.602, -3.016)
C (4.143, 2.867, -3.274)
C (5.148, 3.563, -2.701)
H (5.170, 5.281, -1.534)
H (2.716, 5.522, -1.887)
H (2.007, 3.326, -3.469)
H (4.218, 2.038, -3.957)
H (6.217, 3.483, -2.792)
N (2.641, -1.392, -6.099)
C (1.314, -1.154, -6.351)
C (1.111, 0.174, -6.170)
C (2.367, 0.805, -6.010)
C (3.290, -0.191, -5.927)
H (3.157, -2.208, -6.370)
H (0.624, -1.961, -6.516)
H (0.166, 0.670, -6.328)
H (2.557, 1.862, -5.994)
H (4.361, -0.198, -5.839)
N (0.775, -1.702, 6.008)
C (2.034, -1.274, 5.674)
C (2.793, -2.387, 5.434)
C (1.960, -3.519, 5.687)
C (0.717, -3.064, 6.048)
H (0.021, -1.076, 6.200)
H (2.279, -0.233, 5.785)
H (3.815, -2.490, 5.115)
H (2.278, -4.536, 5.516)
H (-0.167, -3.661, 6.175)
N (-3.313, 1.383, -3.767)
C (-2.597, 2.564, -3.744)
C (-2.473, 2.962, -2.435)
C (-3.329, 2.109, -1.659)
C (-3.718, 1.085, -2.493)
H (-3.548, 0.831, -4.571)
H (-2.092, 2.879, -4.643)
H (-1.997, 3.888, -2.148)
H (-3.526, 2.233, -0.608)
H (-4.346, 0.246, -2.232)
N (3.992, 1.970, 1.488)
C (3.369, 2.440, 2.569)
C (3.073, 3.798, 2.361)
C (3.587, 4.112, 1.084)
C (4.122, 2.961, 0.519)
H (4.206, 0.994, 1.321)
H (3.096, 1.794, 3.384)
H (2.559, 4.485, 3.006)
H (3.451, 5.091, 0.627)
H (4.634, 2.730, -0.387)
N (-4.328, 6.629, 1.868)
C (-3.176, 6.823, 1.139)
C (-3.104, 5.828, 0.218)
C (-4.304, 5.079, 0.306)
C (-5.024, 5.579, 1.370)
H (-4.557, 7.097, 2.721)
H (-2.442, 7.555, 1.418)
H (-2.328, 5.694, -0.516)
H (-4.652, 4.316, -0.365)
H (-5.954, 5.281, 1.818)
C (1.717, -5.435, 2.092)
C (2.056, -5.458, 0.589)
O (1.592, -4.277, -0.071)
H (2.212, -4.638, 2.623)
H (1.875, -6.442, 2.502)
H (0.619, -5.405, 2.153)
H (1.606, -6.333, 0.102)
H (3.144, -5.527, 0.444)
H (0.678, -4.331, -0.437)
C (-2.895, -4.904, -2.154)
C (-2.266, -3.919, -1.216)
O (-0.832, -3.904, -1.194)
H (-2.652, -4.762, -3.218)
H (-3.980, -4.742, -2.172)
H (-2.690, -5.937, -1.876)
H (-2.655, -4.073, -0.210)
H (-2.647, -2.904, -1.439)
H (-0.539, -3.505, -2.029)
C (-4.551, 2.136, 5.049)
C (-6.002, 2.004, 5.371)
O (-6.182, 1.745, 6.774)
H (-3.908, 1.533, 5.690)
H (-4.255, 3.172, 5.231)
H (-4.353, 1.839, 4.024)
H (-6.359, 1.116, 4.818)
H (-6.597, 2.841, 4.991)
H (-7.132, 1.706, 6.935)
C (0.509, -4.723, -5.536)
C (1.269, -4.319, -4.276)
O (0.695, -3.120, -3.700)
H (0.926, -4.167, -6.377)
H (-0.526, -4.477, -5.311)
H (0.567, -5.780, -5.790)
H (2.358, -4.230, -4.366)
H (1.179, -5.083, -3.487)
H (1.084, -2.315, -4.070)
C (4.735, -3.383, -2.855)
C (4.536, -2.327, -1.768)
O (3.200, -2.209, -1.258)
H (5.803, -3.442, -3.085)
H (4.137, -3.187, -3.748)
H (4.464, -4.414, -2.576)
H (4.787, -1.373, -2.238)
H (5.211, -2.543, -0.931)
H (2.906, -3.026, -0.788)
C (4.634, -2.933, 2.212)
C (4.140, -1.497, 2.321)
O (4.263, -0.817, 1.033)
H (4.166, -3.434, 1.366)
H (4.412, -3.424, 3.157)
H (5.703, -2.941, 1.986)
H (4.725, -0.881, 3.001)
H (3.095, -1.576, 2.644)
H (3.882, -1.418, 0.363)

---

These records have energy relative to the best compared isomer or geometry (same formula, charge and spin) values of 164.5; 42.5; 0.0 kcal per mole, in the order they appear.